# 1
Below is a structure of composition C19H35IN4OS4Si2Sr, with properties calculated with ωB97M-V/def2-TZVPD.

LUMO = 4.243 eV
relative energy (zero: lowest compared OMol25 entry of this formula, charge and spin) = 31.2 kJ/mol
HOMO-LUMO gap = 5.4897 eV
HOMO level = -1.25 eV
spin multiplicity = 1
charge = -2

Atoms and positions in Å:
1 I -0.8596 -1.9062 -4.6219
2 Sr -1.4525 -0.5269 -1.4555
3 S -3.3940 1.8072 -1.4328
4 S -3.8703 1.8820 2.9082
5 S -3.9456 3.7933 0.7160
6 S -3.2121 -0.4752 1.1950
7 Si 1.6906 1.4124 1.9846
8 Si 2.9293 -0.0579 -0.6323
9 O -4.4793 4.4341 3.2340
10 N -0.2873 -1.6668 0.7770
11 N -3.9101 -1.8564 -1.6281
12 N 0.5385 1.2179 -1.8820
13 N -1.3533 -3.3600 -1.3432
14 C -0.5944 -3.8927 -0.2137
15 C 0.0461 2.0074 -2.8527
16 C 0.1289 3.9272 -1.4815
17 C -3.5553 1.2410 1.2981
18 C 0.9520 1.7783 -0.6993
19 C 2.4076 -1.5872 -1.6147
20 C 2.8621 2.8348 2.4807
21 C 4.2513 -0.7187 0.5621
22 C 3.8664 0.9996 -1.8926
23 C -0.7192 -3.0343 1.0422
24 C -3.6023 2.1143 0.2738
25 C -2.6474 -3.9672 -1.6297
26 C 1.6756 0.9534 0.2216
27 C -0.1543 3.3605 -2.7274
28 C 2.2024 0.0068 3.1517
29 C -3.8176 -3.1904 -1.0383
30 C 0.6638 3.1582 -0.4850
31 C -4.1746 3.5582 2.4494
32 C -0.0318 1.8939 2.5764
33 H -0.2323 1.4906 -3.7691
34 H 4.6176 0.4242 -2.4414
35 H -0.5926 3.9313 -3.5339
36 H -0.1638 -3.4946 1.8705
37 H 4.6920 0.0665 1.1818
38 H 0.6998 -1.4715 0.8933
39 H 3.2899 -2.0942 -2.0230
40 H -4.1646 -1.1647 -0.9187
41 H 2.0240 0.3422 4.1784
42 H 0.9222 3.6154 0.4613
43 H 0.4603 -3.9317 -0.4968
44 H 3.8952 2.5683 2.2369
45 H 4.3613 1.8351 -1.3888
46 H 3.8567 -1.4924 1.2244
47 H -1.7652 -2.9933 1.3561
48 H 1.7586 -1.3260 -2.4532
49 H -2.6904 -5.0095 -1.2752
50 H 1.8743 -2.3131 -0.9954
51 H 3.1622 1.4157 -2.6172
52 H -0.9003 -4.9254 0.0108
53 H -4.7445 -3.7635 -1.1753
54 H 1.6003 -0.8910 2.9919
55 H -0.4895 2.7051 2.0055
56 H -0.7944 -3.3595 -2.1906
57 H -0.0118 2.1912 3.6296
58 H -4.5359 -1.8101 -2.4189
59 H -0.8147 -1.0126 1.3594
60 H -0.7036 1.0332 2.4890
61 H -3.6810 -3.0703 0.0393
62 H -2.7653 -3.9801 -2.7165
63 H 2.6291 3.7628 1.9533
64 H 5.0536 -1.1712 -0.0302
65 H 2.8082 3.0370 3.5558
66 H 3.2555 -0.2635 3.0670
67 H -0.0639 4.9791 -1.3001

# 2
Below is a cluster of 2 separate species, C9H14 in total, with properties calculated with ωB97M-V/def2-TZVPD.

LUMO = 0.945 eV
relative energy (zero: lowest compared OMol25 entry of this formula, charge and spin) = 139.7 kJ/mol
HOMO-LUMO gap = 9.9546 eV
HOMO level = -9.01 eV
spin multiplicity = 1
SMILES string = Cc1ccccc1.CC
charge = 0

Atoms and positions in Å:
1 C 0.5144 -1.5963 1.7088
2 C 0.6162 -2.2082 0.4229
3 C -1.1646 -0.8170 -0.3524
4 C 0.5389 1.9334 -0.0083
5 C 0.3613 3.4410 -0.0249
6 C -1.3531 -0.2782 0.8935
7 C -0.1312 -1.6803 -0.6435
8 C 0.1091 -2.3503 -1.9763
9 C -0.4581 -0.6185 1.9120
10 H 0.4763 3.9351 -1.0111
11 H -0.3337 1.5430 -0.6039
12 H 1.3299 1.2975 -0.4185
13 H -1.5736 -0.3139 -1.2436
14 H 0.7204 -1.6598 -2.5711
15 H -2.1016 0.5534 0.8950
16 H 0.5154 1.5641 1.0112
17 H -0.8811 -2.3511 -2.4728
18 H 0.4314 -3.3769 -2.0680
19 H -0.7035 3.5343 0.2246
20 H 1.5431 -2.7945 0.2980
21 H 1.2366 -1.7616 2.4896
22 H -0.5699 -0.0928 2.8639
23 H 0.8775 4.0975 0.6748

# 3
Below is a structure of composition C3H3BrO2S, with properties calculated with ωB97M-V/def2-TZVPD.

LUMO (alpha / beta) = 0.485 / -3.640 eV
relative energy (zero: lowest compared OMol25 entry of this formula, charge and spin) = 115.4 kJ/mol
HOMO-LUMO gap (alpha / beta) = 7.3400 / 7.0575 eV
HOMO level (alpha / beta) = -6.86 / -10.70 eV
spin multiplicity = 3
charge = 0

Atoms and positions in Å:
1 Br 0.7503 2.7997 -0.4374
2 S -0.1657 -1.1296 0.4094
3 O 0.6137 -2.2992 0.0845
4 O -1.4076 -1.2986 1.1696
5 C 0.7090 0.3592 1.0126
6 C 0.1595 1.0758 0.0112
7 C -0.5296 0.1038 -0.9874
8 H 0.0282 -0.1220 -1.8951
9 H -1.4842 0.0985 -1.2893
10 H 1.3265 0.4124 1.9219

| no. | F_max (eV/A) |
| --- | --- |
| 1 | 0.38 |
| 2 | 3.92 |
| 3 | 9.32 |